[1]
C35H57F3O18SY as an isolated structure in a non-equilibrium geometry. Source: OMol25; level of theory: the ωB97M-V functional and the def2-TZVPD basis.

Output
E_HOMO in eV: -11.29

Structure (ORCA input):
```
! wB97M-V def2-TZVPD RIJCOSX def2/J DEFGRID3
* xyz 1 1
H -3.7537 5.2723 2.6490
C 1.9604 -2.7750 -3.7850
H 7.6372 -1.9547 -0.4348
C -1.0110 -2.2298 3.6957
H 1.0533 5.6457 -2.2475
H -6.1172 2.2095 -4.4715
F -1.0020 0.1908 -1.4082
C 5.3420 -0.3699 -0.1698
C -0.1956 -6.3985 0.1186
H -2.4388 0.2628 5.0371
H -0.0530 -4.3676 -0.6515
H -6.4054 1.9162 -2.2098
H -3.2526 -2.4326 5.8007
H -5.8330 0.2952 -2.6278
O 5.6618 -2.6381 -0.5108
C -1.6911 -0.9042 3.3922
C 5.1940 3.5092 2.1547
H -3.5668 -2.0803 -1.2590
C 3.8966 4.2197 2.5060
C -2.3526 -1.8906 5.5216
C 2.8790 3.0990 2.5129
H 0.6963 2.6706 -1.2142
H -0.7948 -6.7059 -0.7416
H -5.6138 -3.2402 -1.9314
C 6.2136 -0.5600 -1.3962
H 2.7070 -0.9280 -2.7132
H -0.9293 -0.1289 3.4042
C -3.3644 2.0174 2.2878
H 2.6770 2.6649 3.4931
C -4.2004 -5.1382 -0.2304
H -3.5218 0.9473 -1.9883
H 2.7453 -3.5142 -5.7219
H -4.4295 1.8788 -0.7398
Y 2.3632 -3.2347 2.2187
O 1.4602 -4.7110 0.6853
H 0.9679 -2.3451 -3.8993
O -4.7991 -5.0799 -1.4263
O 1.3042 -1.6117 0.9945
H 2.3857 5.6183 0.5092
O 5.2373 -3.2141 -4.8137
F -1.6098 -1.2120 0.0997
C 0.6122 -5.1768 -0.3045
H -2.8450 4.8006 1.1928
O 2.3207 3.8399 -0.5358
S 0.8460 -0.3439 0.4097
H 4.5011 0.2985 -0.3406
H -2.6902 -3.9273 0.6751
H 0.8909 2.9154 0.5812
C 6.7897 -1.9510 -1.1189
C 1.0105 5.6382 -1.1566
H 3.1177 2.1688 0.5767
O -0.0944 -2.7375 3.0696
H -0.2739 4.9867 0.4046
H 1.7922 -3.8002 -3.4540
F -0.2529 -1.8235 -1.4783
O 1.8497 0.2900 -0.4150
H -2.5782 -3.4891 -1.7575
H 7.0285 -2.4890 -2.0320
H 6.9994 0.1873 -1.4859
H 4.0093 4.7067 3.4724
C -3.2452 4.4505 2.1511
C -2.6183 -0.7109 4.5854
H 5.9103 -0.0505 0.7091
C -0.6052 -0.8331 -0.6760
H 3.2273 5.6572 -1.0067
O -3.1533 3.8490 -2.0668
O 3.9445 -2.1412 0.7966
H 3.6742 4.9902 1.7691
C 0.9731 3.3541 -0.4134
C 3.4939 2.0524 1.5973
H 0.4712 -7.2447 0.2959
H 1.9278 3.4422 2.1020
C 2.8477 -2.6916 -5.0231
C -3.8575 2.9785 -2.4977
O 4.1648 -2.3112 -3.0939
H -4.4310 -3.9387 -3.0919
H -1.5639 1.9885 3.3999
H -3.6837 -0.7689 4.3602
C -5.5506 1.3455 -2.5791
H -4.6727 1.1327 -4.5570
O -4.3410 3.0003 -3.7429
C -4.2981 1.6933 -1.8025
H -4.5088 3.2539 0.8829
C -5.2126 1.8768 -3.9705
O 4.9056 2.2593 1.7009
H 2.8035 -1.7248 -5.5267
C 4.2216 -2.7593 -4.3650
C -4.1879 3.2468 1.9264
H 0.6590 6.6361 -0.8818
O 6.2990 3.9342 2.2287
O 0.2128 0.5248 1.3751
O -4.1178 -6.1778 0.3584
H 1.0907 -5.3996 -1.2721
H -2.2091 -0.9430 2.4382
H -1.2978 2.5466 1.7372
C 4.8820 -1.7663 0.1027
H -3.7763 1.5171 3.1630
C -3.6096 -3.7786 0.1175
C 2.3278 5.2626 -0.5334
O -1.4768 -2.7715 4.8055
H -1.8614 -1.5824 6.4464
H -4.3764 -3.2998 0.7324
C 0.0872 4.5981 -0.5518
H -0.7909 -6.2186 1.0109
H 3.3090 1.0019 1.8384
C -3.5014 -3.1679 -1.2752
H -5.0759 3.3722 2.5455
H 2.6147 -2.4263 -1.7401
O -2.1686 3.9465 2.9350
C 2.7987 -2.0132 -2.7401
H -3.3045 1.3351 1.4373
H 5.6342 -0.6074 -2.3146
H -0.8020 4.4362 -1.1621
C -1.9828 2.5874 2.5886
C -4.6794 -3.7893 -2.0450
*
```

---

[2]
C35H58BN10O4PTc as an isolated structure. Source: OMol25; level of theory: the ωB97M-V functional and the def2-TZVPD basis.

Output
E_HOMO (alpha / beta) in eV: -7.78 / -8.39

Structure (ORCA input):
```
! wB97M-V def2-TZVPD RIJCOSX def2/J DEFGRID3
* xyz 0 4
P 1.5243 0.2943 0.6597
N -2.9745 0.0682 1.6471
C -5.0668 1.8649 -2.0003
N 2.3079 -0.5605 -0.5423
C 3.0867 4.6029 0.7266
N -3.0791 0.9283 -1.7688
H -1.1403 -2.9745 -3.3601
H 3.6719 1.5026 -0.6977
N -2.6735 -1.4837 -0.5569
O -1.4826 2.2847 0.2424
N -4.2130 0.5110 1.2677
C 3.8325 0.0681 2.0245
H 1.5553 -2.5153 -0.7706
H -0.4577 -2.8835 -0.3763
H 4.0983 -1.9054 4.7834
H 0.4320 2.5766 1.6924
H 2.6546 0.7413 4.4591
H -0.4782 -0.4071 5.2533
H -1.1340 1.0901 -3.6359
H 4.7433 -0.2815 4.9011
H 4.5562 -2.0948 -0.4042
H -1.6032 -5.1387 -2.0985
O -1.2113 4.1810 -0.9122
H -6.0364 0.9123 2.2240
C 3.0589 2.3564 -0.4181
H 1.4269 -0.7716 -2.4446
C -3.6960 -3.3670 -1.1648
O 0.5317 2.6314 -2.5756
H 4.7446 -2.5144 -2.8322
C -3.0407 -0.1625 2.9640
H 1.0176 4.4045 0.1098
C 2.4177 -2.0061 -0.3196
H 4.2701 -1.9795 2.4455
N -4.0228 -1.2827 -0.4861
C -2.1025 1.3083 -4.0638
H 0.0061 -5.0907 -1.3837
H -0.6486 -1.6050 2.3418
H -0.5498 -1.5444 -2.5067
C -0.5331 -2.6358 -2.5167
H 4.7814 3.6087 -0.2022
H 4.2493 2.8643 1.2903
H 0.4947 -2.9616 -2.6909
B -4.7008 0.0962 -0.1383
C -3.1061 1.5373 -2.9637
N 2.3865 -0.1681 2.0011
H 5.6016 -0.8904 2.7857
C 3.8937 3.3496 0.3782
C -4.6418 -2.4099 -0.8483
C 2.2689 -0.2507 -1.9781
H -1.4160 -5.1995 -0.3403
H 3.1337 5.3125 -0.1017
H 3.5362 5.0988 1.5897
H -4.6710 2.7657 -3.9660
C -2.4660 -2.7290 -0.9768
H 1.8093 -1.8657 3.1298
H -2.6370 -0.7989 -4.1972
H 2.7065 2.8282 -1.3419
C 2.6341 -0.3514 4.4169
H 4.0588 1.0571 2.4450
H 2.1402 -0.6919 5.3286
C 1.6180 4.2456 1.0051
C -1.2829 -1.9882 3.1355
H 2.3932 -2.2088 0.7513
N -4.2944 1.1149 -1.2036
C -1.0740 -3.2315 -1.2131
H -5.7182 -2.4546 -0.8573
H -1.8132 -0.1623 -5.6310
Tc -1.5881 0.3312 -0.0672
H -6.0792 2.1043 -1.7194
C -4.2987 0.2320 3.4467
C -1.9748 2.5271 -4.9718
C -2.0674 -0.8903 3.8469
C 1.4693 2.7969 1.4438
C -4.3442 2.1827 -3.1234
C 3.7863 -2.1966 -2.4165
H -3.8721 -4.3770 -1.4895
C 3.7062 -2.5395 -0.9325
H 3.0079 -2.7499 -2.9548
N -0.0081 -0.0050 0.9339
C -1.2563 0.1050 4.6841
H 2.0723 2.6139 2.3468
C 4.5189 -1.0000 2.8635
H -5.8915 -0.0451 -0.1258
C -1.0269 3.0042 -0.7640
N 1.8906 1.8866 0.3579
H -1.6887 3.4124 -4.4036
H -1.9788 -2.7037 2.6888
C -1.0237 -4.7546 -1.2560
C -5.0077 0.6138 2.3397
H -1.2078 2.3499 -5.7267
C 4.0607 -0.9131 4.3288
H 4.2114 0.0585 1.0020
H -2.9128 2.7310 -5.4944
H -4.6423 0.1691 4.4651
H 4.4046 -0.1425 -2.1950
H 3.5373 -0.4630 -3.6949
O -0.3741 0.8552 -1.5728
H -3.5111 0.2384 -5.3319
H 1.1985 4.8918 1.7774
H 0.7962 -0.4431 3.2815
H -1.9068 0.6219 5.3911
C -0.1919 2.1505 -1.7391
H 3.7588 -3.6206 -0.7807
H -0.7899 0.8672 4.0597
H -2.7245 -1.4166 4.5467
C 3.5688 -0.7019 -2.6297
C -2.5437 0.0690 -4.8529
C 1.8218 -0.7673 3.2009
H 2.0943 0.8051 -2.1386
H -0.6699 -2.5266 3.8619
*
```

---

Number 2 is which compound?
C35H58BN10O4PTc